No. 1
The following is a quantum chemistry calculation of C6H22BInO5 as an isolated structure, from OMol25.

Summary:
**ΔE to the lowest compared entry with this formula, charge and spin**: 0.0 kJ/mol

```
! wB97M-V def2-TZVPD RIJCOSX def2/J DEFGRID3
* xyz 2 1
In 0.8695 -0.1543 -0.3731
B -1.6670 -1.4539 0.5958
H -0.5486 -1.2876 1.1484
H -1.6705 -2.5655 0.2213
H -2.4593 -1.2901 1.4567
H -1.6482 -0.6255 -0.2476
C -1.6078 3.3496 2.0844
C -1.8301 2.4528 0.8783
O -0.5252 2.3016 0.2385
H -2.5730 3.4693 2.5865
H -1.3212 4.3489 1.7611
H -0.9829 2.8333 2.8083
H -2.5975 2.8151 0.1925
H -2.1494 1.4614 1.1982
H -0.2374 3.1899 -0.0058
C -1.4513 0.3531 -3.2316
C -1.2099 -1.1413 -3.2082
O 0.1487 -1.3299 -2.8734
O -0.9600 0.9638 -2.0523
H -2.5162 0.5667 -3.3640
H -1.0227 0.7937 -4.1391
H -1.4790 -1.5626 -4.1769
H -1.8356 -1.6047 -2.4469
H 0.6551 -1.3583 -3.6962
H -1.4171 1.7891 -1.8686
C 3.8498 -1.7967 1.0775
C 2.9578 -1.8528 2.2807
O 1.5779 -1.6845 1.8691
O 3.6316 -0.5555 0.4232
H 3.6218 -2.6484 0.4356
H 4.9096 -1.8915 1.3193
H 3.1324 -1.0617 3.0153
H 3.0722 -2.7737 2.8542
H 1.0451 -2.1781 2.5048
H 4.2382 0.1280 0.7343
*
```

No. 2
The following is a quantum chemistry calculation of a single C5H11NO molecule, from OMol25.

Summary:
**ΔE to the lowest compared entry with this formula, charge and spin**: 136.7 kJ/mol

```
! wB97M-V def2-TZVPD RIJCOSX def2/J DEFGRID3
* xyz 0 1
N -0.4719 0.6584 1.0743
C 0.4304 -0.1826 1.8605
C 0.5656 -1.4556 1.0239
C 0.6209 -0.8132 -0.3611
C -0.5655 0.1658 -0.3041
C -0.3902 1.2559 -1.3704
O -1.0018 0.7036 -2.5608
H -1.3407 0.8475 1.5467
H 1.3993 0.3043 1.9949
H 0.0734 -0.3952 2.8601
H 1.4690 -2.0396 1.2383
H -0.3416 -2.0418 1.1022
H 0.5787 -1.5152 -1.1831
H 1.4712 -0.1306 -0.3847
H -1.5956 -0.1592 -0.4965
H 0.6149 1.5646 -1.6271
H -0.9629 2.1554 -1.0910
H -0.5532 1.0777 -3.3221
*
```

No. 3
The following is a quantum chemistry calculation of a single C2H3Cl2F molecule, from OMol25.

Summary:
**ΔE to the lowest compared entry with this formula, charge and spin**: 14.9 kJ/mol

```
! wB97M-V def2-TZVPD RIJCOSX def2/J DEFGRID3
* xyz 0 1
C 0.0641 0.6571 -0.5231
C -0.0637 -0.4370 0.4254
H 1.0318 1.0536 -0.4479
H -0.0440 0.3308 -1.5624
H -0.6053 1.4058 -0.1208
F -0.1205 -0.0149 1.7345
Cl -1.5526 -1.4322 0.2105
Cl 1.2901 -1.5632 0.2839
*
```

No. 4
The following is a quantum chemistry calculation of C45H38FN6OPtS as an isolated structure, from OMol25.

Summary:
**ΔE to the lowest compared entry with this formula, charge and spin**: 65.5 kJ/mol
**⟨S²⟩**: 6.0841

```
! wB97M-V def2-TZVPD RIJCOSX def2/J DEFGRID3
* xyz 1 5
Pt -0.8874 0.5055 0.0054
C -2.4789 -2.1444 0.9529
N -2.5893 -1.0956 -0.0626
C -2.3675 -1.5189 -1.4647
C -1.5243 -0.4902 -2.1913
N -0.2593 -0.9346 -2.6965
C -0.0321 -0.4116 -3.9682
C 1.0657 -0.5123 -4.8003
C 0.9925 0.1494 -6.0190
C -0.1368 0.8868 -6.3754
C -1.2351 0.9884 -5.5323
C -1.1667 0.3211 -4.3204
N -2.0633 0.2190 -3.2776
C -1.2126 -1.9578 1.7321
N -0.5074 -0.8592 1.6839
C 0.5276 -1.0187 2.5975
C 1.5599 -0.1554 2.9518
C 2.4624 -0.6075 3.8925
C 2.3424 -1.8813 4.4723
C 1.3147 -2.7406 4.1373
C 0.4110 -2.2764 3.1910
N -0.7126 -2.8522 2.6147
H -3.3207 -2.0823 1.6484
H -2.5074 -3.1428 0.5060
H -3.4734 -0.6072 0.0197
H -1.8098 -2.4588 -1.4476
H -3.3181 -1.6922 -1.9800
H 1.9368 -1.0812 -4.5087
H 1.8288 0.0969 -6.7013
H -0.1587 1.3915 -7.3307
H -2.1077 1.5614 -5.8127
H -2.9728 0.6438 -3.2617
H 1.6438 0.8258 2.5069
H 3.2777 0.0335 4.1961
H 3.0732 -2.1972 5.2038
H 1.2336 -3.7243 4.5748
H -1.0825 -3.7670 2.8115
C 4.5585 1.7771 0.0525
C 3.9494 3.0213 0.1979
C 2.5757 3.1391 0.1704
C 1.7810 1.9862 0.0078
C 2.4080 0.7306 -0.1391
C 3.7813 0.6344 -0.1213
N 0.4207 2.0292 -0.0172
C -0.2343 3.2950 -0.0925
C -0.3554 3.9260 -1.3252
C -1.0332 5.1334 -1.4041
C -1.5778 5.7073 -0.2635
C -1.4498 5.0694 0.9629
C -0.7834 3.8578 1.0535
H 5.6364 1.6998 0.0733
H 4.5564 3.9047 0.3318
H 2.1056 4.1066 0.2804
H 1.7812 -0.1434 -0.2784
H 4.2538 -0.3307 -0.2446
H 0.0773 3.4677 -2.2059
H -1.1328 5.6278 -2.3611
H -2.1071 6.6470 -0.3305
H -1.8790 5.5113 1.8511
H -0.6889 3.3390 1.9987
C 4.1126 -7.6056 4.2061
C 3.5064 -6.6218 3.2427
O 2.4912 -6.0168 3.4542
S 4.4606 -6.4690 1.7364
C 3.4812 -5.3099 0.8284
C 2.9461 -5.6979 -0.3953
C 2.2036 -4.8021 -1.1421
C 1.9854 -3.5088 -0.6687
C 2.5336 -3.1225 0.5548
C 3.2794 -4.0174 1.2984
C 1.1943 -2.5875 -1.4285
C 0.5299 -1.8020 -2.0553
H 4.1914 -7.1316 5.1834
H 5.0905 -7.9564 3.8835
H 3.4359 -8.4552 4.2947
H 3.1033 -6.7051 -0.7541
H 1.7801 -5.1005 -2.0914
H 2.3750 -2.1178 0.9246
H 3.7017 -3.7122 2.2449
F -6.5043 6.9937 0.0609
C -5.8400 5.8259 0.0506
C -5.7097 5.1209 1.2384
C -5.0293 3.9237 1.2238
C -4.4662 3.4122 0.0303
C -3.7435 2.2107 0.0227
C -4.6274 4.1739 -1.1514
C -5.3104 5.3692 -1.1472
H -6.1434 5.5198 2.1443
H -4.9137 3.3617 2.1415
H -3.5873 1.6517 0.9349
H -3.2859 1.8601 -0.8936
H -4.1909 3.8101 -2.0720
H -5.4390 5.9568 -2.0443
*
```

No. 5
The following is a quantum chemistry calculation of a 7-piece molecular cluster, C9H20N2O9P2S2 overall, from OMol25.

Summary:
**E**: -71299.9862 eV

```
! wB97M-V def2-TZVPD RIJCOSX def2/J DEFGRID3
* xyz 0 1
C -3.9703 0.2438 3.2620
C -3.2278 -0.3661 2.2059
C -1.9051 -0.8900 1.3269
C -1.2522 0.1447 0.2168
P -2.1018 1.8484 0.0237
S -1.5761 2.8911 1.6278
C 0.0984 -0.3463 -0.6305
P 0.8798 0.8815 -1.8759
O 2.3661 0.5007 -2.3164
O 1.0068 2.4294 -1.0139
O -0.1389 1.1314 -3.3068
C 0.6557 -1.8535 -0.2795
C 2.0201 -2.4391 -1.0400
C -0.0304 -2.8764 0.8363
N 0.4036 -4.2662 1.2803
S -0.7551 -4.7635 2.4884
N -1.8976 -3.4368 2.6585
C -1.3608 -2.3973 1.6727
H -4.5024 0.9007 4.1049
H -1.6460 2.6264 -1.1080
H -3.5432 1.7985 -0.0469
H 0.8316 2.2356 -0.0264
H 0.0868 2.0797 -3.5894
H 2.0301 -3.6318 -1.0512
H 1.9596 -2.0824 -2.1646
H 3.0080 -2.0029 -0.5313
O 2.8110 3.3632 0.8895
H 2.5428 3.3959 -0.0412
H 3.7028 2.9850 0.8630
O 0.5987 -2.1613 -4.2316
H -0.0452 -2.7603 -4.6385
H 0.0727 -1.3868 -3.9816
O -2.3714 4.1011 -2.9418
H -2.1101 3.4481 -3.6085
H -2.5242 4.9097 -3.4535
O -3.1435 -1.8325 5.8341
H -2.8821 -2.4855 5.1675
H -3.2963 -1.0239 5.3224
O 5.1967 1.6089 -2.2496
H 5.7222 1.0154 -2.8070
H 4.3117 1.2144 -2.2569
O 1.1183 -0.8369 2.8065
H 1.5077 -0.2092 3.4337
H 1.3493 -1.7049 3.1700
*
```

No. 6
The following is a quantum chemistry calculation of a 2-piece molecular cluster, C2H2BrClF2S overall, from OMol25.

Summary:
**ΔE to the lowest compared entry with this formula, charge and spin**: 91.6 kJ/mol

```
! wB97M-V def2-TZVPD RIJCOSX def2/J DEFGRID3
* xyz 0 1
C 0.4898 -0.7953 0.9183
C 0.6460 -0.0263 -1.4149
F 1.6817 -0.7966 -1.8151
F -0.4638 -0.5803 -1.8302
S 0.7025 1.7413 -1.5668
Cl -0.7418 0.3226 1.4245
Br 2.1609 -0.4573 1.6558
H 0.0518 -1.7267 0.8166
H 0.1772 1.9001 -0.2227
*
```